{
  "formula": "C12H30B2CoF8N2O4",
  "method": "wB97M-V/def2-TZVPD",
  "homo_lumo_gap_ev": [5.26, 4.02],
  "e_above_lowest_ev": 10.227,
  "spin_multiplicity": 4,
  "lumo_energy_ev": [-4.718, -5.950],
  "total_energy_ev": -84822.283,
  "charge": 0,
  "symbols": ["B", "C", "H", "H", "H", "H", "H", "H", "H", "C", "H", "H", "C", "H", "H", "C", "F", "N", "O", "H", "F", "H", "H", "H", "C", "H", "F", "O", "F", "H", "C", "H", "C", "H", "C", "N", "O", "C", "H", "H", "Co", "C", "F", "H", "H", "H", "H", "O", "F", "C", "H", "H", "B", "C", "H", "F", "F", "H", "H"],
  "xyz": [[15.395, 22.821, -30.749], [9.049, 22.753, -28.450], [11.209, 23.261, -25.007], [11.513, 27.569, -30.016], [15.804, 29.512, -29.245], [11.146, 28.548, -28.561], [12.451, 21.246, -25.165], [12.377, 21.347, -26.970], [17.872, 27.434, -29.023], [15.528, 28.502, -29.546], [6.499, 24.827, -28.454], [16.152, 28.431, -30.437], [11.092, 22.700, -25.934], [13.101, 31.805, -30.751], [17.469, 28.501, -27.681], [14.036, 28.409, -29.988], [15.015, 26.824, -24.454], [10.949, 23.676, -27.036], [13.452, 22.830, -25.983], [10.343, 29.741, -30.341], [12.864, 27.289, -24.282], [13.048, 29.323, -28.483], [8.919, 22.090, -29.306], [14.948, 21.756, -27.046], [11.425, 29.689, -30.216], [13.876, 29.211, -30.709], [14.208, 28.132, -22.807], [8.414, 24.001, -28.605], [15.238, 21.523, -30.617], [8.638, 22.305, -27.546], [6.959, 23.846, -28.568], [17.385, 26.692, -27.505], [14.762, 22.232, -26.084], [12.020, 32.810, -29.880], [10.531, 22.969, -28.254], [13.100, 28.397, -28.883], [15.814, 27.635, -28.502], [17.223, 27.551, -28.156], [14.753, 21.476, -25.299], [11.342, 31.885, -31.159], [13.943, 25.676, -26.880], [11.781, 28.456, -29.443], [14.777, 23.236, -31.880], [6.728, 23.247, -27.687], [13.916, 27.590, -30.697], [15.594, 22.877, -25.803], [10.157, 24.251, -26.785], [11.809, 30.790, -29.442], [14.316, 28.879, -24.855], [12.084, 31.834, -30.361], [6.465, 23.485, -29.470], [10.214, 22.093, -25.711], [14.126, 27.794, -24.074], [12.352, 21.900, -26.031], [11.943, 29.594, -31.170], [16.698, 23.060, -31.045], [14.941, 23.564, -29.679], [10.989, 21.989, -28.385], [10.818, 23.568, -29.119]],
  "lowdin_charge": [-1.532, -0.248, 0.124, 0.133, 0.124, 0.127, 0.135, 0.123, 0.094, -0.227, 0.083, 0.128, -0.209, 0.091, 0.096, -0.184, 0.131, -0.021, -0.248, 0.139, 0.119, 0.116, 0.134, 0.100, -0.259, 0.110, 0.222, -0.186, 0.197, 0.112, -0.070, 0.087, -0.072, 0.090, -0.198, -0.011, -0.228, -0.049, 0.087, 0.092, 1.469, -0.235, 0.134, 0.082, 0.135, 0.088, 0.104, -0.162, 0.159, -0.100, 0.086, 0.126, -1.526, -0.198, 0.117, 0.133, 0.092, 0.120, 0.124]
}